Density functional theory data (ωB97M-V with the def2-TZVPD basis set) for a cluster of 2 separate species, CCl2FNO2 in total.

* molecular weight: 147.9 g mol⁻¹
* energy above the lowest of the compared OMol25 structures with the same formula, charge and spin: 2.9426 eV
* net charge: 0

Atoms and positions in Å:
C: 0.3666 -0.5451 0.1198
N: 1.2879 0.5327 -0.0224
O: 2.4154 0.2351 -0.3551
O: 0.8558 1.6418 0.2077
F: 0.8205 -1.7441 -0.1739
Cl: -4.5139 0.2052 -0.2850
Cl: -1.2323 -0.3256 0.5088

Atomic partial charges in e from the natural (NBO) method, atoms 1 to 6: C 0.415; N 0.427; O -0.363; O -0.372; F -0.254; Cl -0.005

Density functional theory data (ωB97M-V with the def2-TZVPD basis set) for the ion C4H12N4P with charge +1 at a distorted geometry.

* molecular weight: 147.1 g mol⁻¹
* energy above the lowest of the compared OMol25 structures with the same formula, charge and spin: 0.6307 eV
* SMILES string: NC(=[NH2+])[C@@]1(N)CCP1N
* net charge: +1

Atoms and positions in Å:
C: -1.6119 0.2205 0.5121
C: 0.4069 0.0844 -1.1846
C: 1.8237 -0.5253 -0.9345
C: -0.2567 -0.4175 0.2005
N: -2.5729 -0.4854 1.0989
N: -1.7786 1.4847 0.0425
N: 2.2593 1.4009 0.8265
N: -0.5447 -1.7948 0.2262
P: 1.7737 -0.2488 0.9096
H: 0.3119 1.0734 -1.4138
H: -0.2551 -0.3161 -1.8859
H: 1.9798 -1.5242 -1.0286
H: 2.4745 0.0668 -1.5958
H: -3.5202 -0.2224 0.9086
H: -2.3763 2.0410 0.6327
H: -0.9620 1.9521 -0.2923
H: 2.9753 1.5272 0.1356
H: 2.6321 1.6613 1.7439
H: -2.1785 -1.3976 1.3021
H: -0.8591 -2.2081 -0.6366
H: 0.2787 -2.3720 0.4327

Atomic partial charges in e from the natural (NBO) method, atoms 1 to 6: C 0.552; C -0.409; C -0.725; C -0.161; N -0.732; N -0.747

Density functional theory data (ωB97M-V with the def2-TZVPD basis set) for an isolated molecule of C4H4F6N2S2 at a distorted geometry.

* molecular weight: 258.2 g mol⁻¹
* energy above the lowest of the compared OMol25 structures with the same formula, charge and spin: 0.0000 eV
* SMILES string: FC1(F)NC(F)(F)[C@](F)(S)N[C@]1(F)S
* net charge: 0

Atoms and positions in Å:
C: -0.1666 0.2604 -2.1262
C: -2.0564 0.2873 -0.6350
C: 0.7673 0.1009 -0.9621
C: -1.0940 0.0625 0.5764
N: -1.3208 0.9275 -1.6626
N: 0.0936 -0.5533 0.0755
F: 0.3686 1.0052 -3.1030
F: -0.4730 -0.8829 -2.8148
F: -2.5603 -0.8961 -1.0816
F: -3.1669 0.9860 -0.4032
F: 1.1901 1.3972 -0.7249
F: -0.9052 1.3201 1.0920
S: 2.4022 -0.8695 -1.0765
S: -1.6759 -1.0645 1.9730
H: -2.0201 1.1274 -2.4140
H: 0.8053 -0.6117 0.7879
H: 2.4331 -0.8630 -2.4953
H: -2.3638 -0.4172 2.9222

Atomic partial charges in e from the natural (NBO) method, atoms 1 to 6: C 0.748; C 0.756; C 0.358; C 0.369; N -0.666; N -0.664

Density functional theory data (ωB97M-V with the def2-TZVPD basis set) for a cluster of 2 separate species, CH6NS in total at a distorted geometry.

* molecular weight: 64.1 g mol⁻¹
* energy above the lowest of the compared OMol25 structures with the same formula, charge and spin: 0.2973 eV
* net charge: -1

Atoms and positions in Å:
S: -1.2197 -0.9332 0.7172
H: -1.2335 -2.2708 0.7195
C: 1.0428 1.1487 -1.3614
N: 1.2835 0.8370 0.0529
H: 0.0533 1.6039 -1.3542
H: 1.7749 1.9304 -1.5713
H: 1.2253 0.3689 -2.0857
H: 1.9950 0.1287 0.1977
H: 0.4593 0.4179 0.4171

Atomic partial charges in e from the natural (NBO) method, atoms 1 to 6: S -1.053; H 0.093; C -0.412; N -0.874; H 0.199; H 0.154

Density functional theory data (ωB97M-V with the def2-TZVPD basis set) for a structure of composition C6H13N at a distorted geometry.

* molecular weight: 99.2 g mol⁻¹
* energy above the lowest of the compared OMol25 structures with the same formula, charge and spin: 4.2226 eV
* net charge: 0

Atoms and positions in Å:
C: 1.3500 1.0271 0.2008
C: 0.8657 0.8970 -1.0976
C: -0.9131 -2.6757 -0.7640
C: 1.2985 2.2600 1.0208
C: -1.0390 -0.2400 0.8967
C: -0.6949 -0.3014 -0.7333
N: -0.4931 -1.4304 -1.3437
H: 1.8096 0.1569 0.6527
H: 1.4386 0.3077 -1.8067
H: 0.4663 1.7962 -1.5572
H: -1.4599 0.3618 -1.1536
H: -0.3229 -2.9245 0.1364
H: -0.7461 -3.4684 -1.4927
H: -1.9807 -2.6841 -0.4730
H: 0.8195 3.0807 0.4864
H: 2.3075 2.5739 1.2976
H: 0.7518 2.0790 1.9511
H: -1.8229 -0.9894 1.0303
H: -0.2087 -0.5496 1.5269
H: -1.4262 0.7234 1.2223

Atomic partial charges in e from the natural (NBO) method, atoms 1 to 6: C -0.070; C -0.435; C -0.435; C -0.665; C -0.699; C 0.112

Density functional theory data (ωB97M-V with the def2-TZVPD basis set) for a cluster of 2 separate species, C6H17NO in total at a distorted geometry.

* molecular weight: 119.2 g mol⁻¹
* energy above the lowest of the compared OMol25 structures with the same formula, charge and spin: 0.4681 eV
* SMILES string: CCC[C@H](C)NC.O
* net charge: 0

Atoms and positions in Å:
C: 0.9122 0.1991 -2.0322
N: -0.2766 -0.1888 -1.2431
C: -0.8423 0.9179 -0.4053
C: -0.4583 0.6178 1.0595
C: 1.0080 0.9974 1.4012
C: 1.9134 -0.2113 1.6059
C: -2.3433 1.0503 -0.5949
H: 1.2735 -0.7571 -2.4193
H: 1.7269 0.5823 -1.4234
H: 0.7273 0.8425 -2.8975
H: -0.9787 -0.4220 -1.9443
H: -0.3790 1.8672 -0.7179
H: -1.1429 1.1788 1.7066
H: -0.6866 -0.4247 1.2875
H: 1.4244 1.6098 0.6019
H: 0.9254 1.5531 2.3263
H: 1.8763 -0.8970 0.7605
H: 1.5888 -0.7670 2.4991
H: 2.9178 0.0864 1.8826
H: -2.7941 0.0631 -0.4503
H: -2.6351 1.4274 -1.5753
H: -2.7265 1.7452 0.1519
H: -0.1998 -1.9913 -0.1735
H: 0.3814 -2.7662 0.9816
O: -0.0367 -2.9053 0.1187

Atomic partial charges in e from the natural (NBO) method, atoms 1 to 6: C -0.422; N -0.656; C -0.043; C -0.403; C -0.401; C -0.613

Density functional theory data (ωB97M-V with the def2-TZVPD basis set) for a structure of composition C38H35NP2Ru at a distorted geometry.

* electronic energy: -2299.890834 Ha
* molecular weight: 668.7 g mol⁻¹
* net charge: +4

Atoms and positions in Å:
Ru: 0.9480 0.8242 0.9784
C: 1.5777 0.3384 3.1224
C: 2.7179 0.2440 2.2890
C: 3.1170 1.3540 1.5238
C: 2.3689 2.5473 1.5696
C: 1.2281 2.6227 2.3849
C: 0.8280 1.5221 3.1730
H: 1.2728 -0.5210 3.7060
H: 3.2696 -0.6837 2.2335
H: 3.9908 1.2898 0.8906
H: 2.6605 3.3943 0.9635
H: 0.6235 3.5240 2.3804
H: -0.0454 1.5908 3.8060
C: -0.4105 -1.9131 -0.9293
N: -0.9339 -0.9424 -1.8665
C: 0.1118 -0.1362 -2.4583
P: 1.0237 1.0586 -1.2955
C: 2.2922 1.6875 -2.3498
C: 1.9876 2.6049 -3.3672
C: 2.9935 3.0350 -4.2138
C: 4.2893 2.5498 -4.0571
C: 4.5901 1.6308 -3.0581
C: 3.5954 1.1979 -2.1975
C: -0.1647 2.2325 -0.6646
C: 0.0545 3.6336 -0.6980
C: -0.7525 4.4662 0.0381
C: -1.7578 3.9381 0.8844
C: -1.9561 2.5876 0.9585
C: -1.1769 1.7033 0.1688
C: -2.2396 -0.8383 -2.1773
C: -3.2065 -1.6830 -1.5143
C: -4.5149 -1.6553 -1.8868
C: -4.9360 -0.7941 -2.9225
C: -4.0233 0.0833 -3.5500
C: -2.7112 0.0766 -3.1904
P: -0.0918 -1.2935 0.8423
C: 1.1086 -2.5321 1.3574
C: 2.2294 -2.7888 0.5470
C: 3.2045 -3.6708 0.9704
C: 3.0810 -4.2976 2.2121
C: 1.9830 -4.0357 3.0284
C: 0.9940 -3.1613 2.6060
C: -1.6400 -1.6044 1.6822
C: -2.2448 -0.6084 2.4532
C: -3.4033 -0.8873 3.1621
C: -3.9654 -2.1564 3.0982
C: -3.3701 -3.1561 2.3296
C: -2.2121 -2.8861 1.6236
H: 0.5526 -2.2434 -1.3099
H: -1.0487 -2.7916 -0.8613
H: -0.2451 0.4790 -3.2765
H: 0.8971 -0.7923 -2.8420
H: 0.9837 2.9974 -3.4874
H: 2.7742 3.7512 -4.9941
H: 5.0708 2.8904 -4.7237
H: 5.5987 1.2536 -2.9562
H: 3.8233 0.4656 -1.4317
H: 0.8392 4.0401 -1.3231
H: -0.6243 5.5392 -0.0307
H: -2.3883 4.6143 1.4470
H: -2.7574 2.1836 1.5629
H: -1.5536 0.7152 0.0350
H: -2.9071 -2.3361 -0.7075
H: -5.2353 -2.3004 -1.4015
H: -5.9725 -0.8053 -3.2414
H: -4.3710 0.7446 -4.3327
H: -2.0352 0.7401 -3.7080
H: 2.3465 -2.3105 -0.4199
H: 4.0554 -3.8843 0.3373
H: 3.8406 -4.9966 2.5393
H: 1.8937 -4.5219 3.9911
H: 0.1450 -2.9711 3.2483
H: -1.7909 0.3765 2.5148
H: -3.8659 -0.1232 3.7723
H: -4.8675 -2.3744 3.6549
H: -3.8043 -4.1468 2.2994
H: -1.7383 -3.6841 1.0594

Atomic partial charges in e from the Löwdin method, atoms 1 to 6: Ru 0.808; C -0.101; C -0.096; C -0.077; C -0.077; C -0.071

Density functional theory data (ωB97M-V with the def2-TZVPD basis set) for a cluster of 2 separate species, C6H10N2O2S2 in total at a distorted geometry.

* molecular weight: 206.3 g mol⁻¹
* energy above the lowest of the compared OMol25 structures with the same formula, charge and spin: 0.5881 eV
* net charge: 0
* multiplicity: 3

Atoms and positions in Å:
C: -3.2506 -1.6832 0.3249
C: -2.4829 0.4110 0.1075
C: -1.3370 -0.3315 -0.0449
C: -2.6330 1.8625 -0.3088
C: 2.0722 1.5432 0.5938
C: 1.8071 0.4853 -0.4217
N: -3.5754 -0.3926 0.2640
N: 3.3396 -1.7077 -0.2589
O: 1.1622 -1.3142 1.2875
O: 0.9359 -1.9388 -1.0722
S: -1.5758 -2.0128 0.3468
S: 1.6724 -1.1929 -0.0466
H: -4.1249 -2.2884 0.3797
H: -3.5109 2.1858 -0.7867
H: -2.3457 2.4852 0.4210
H: -1.9380 2.1562 -1.0347
H: 3.0979 1.2589 1.1769
H: 2.1133 2.5116 0.1227
H: 1.2333 1.5912 1.4258
H: 2.2994 0.7558 -1.4056
H: 3.5419 -2.5970 0.1672
H: 3.4989 -1.7876 -1.2375

Atomic partial charges in e from the natural (NBO) method, atoms 1 to 6: C -0.197; C -0.013; C -0.087; C -0.632; C -0.695; C -0.351